This record from OMol25 describes a molecular structure, C35H42BrCl5O2RuSi at a distorted geometry. The level of theory is wB97M-V/def2-TZVPD.

XYZ file:
```
87
Properties=species:S:1:pos:R:3:lowdin_spin:R:1
Ru 0.435 0.905 -0.487 0.879
C 2.346 -0.427 -0.806 -0.010
C 1.321 -1.433 -0.727 0.036
C 0.475 -1.201 -1.833 -0.001
C 1.003 -0.035 -2.497 -0.013
C 2.193 0.413 -1.894 0.017
C 3.205 1.451 -2.366 0.003
C 4.594 0.803 -2.428 0.001
C 2.821 1.944 -3.760 0.000
C 3.265 2.648 -1.410 0.005
C -0.707 -1.918 -2.528 0.000
C -0.995 -3.353 -2.096 0.000
C -0.361 -1.983 -4.033 0.000
C -2.017 -1.139 -2.378 -0.001
C 1.391 -2.496 0.397 0.004
C 1.714 -3.892 -0.159 0.003
C 0.127 -2.541 1.258 0.001
C 2.546 -2.155 1.351 0.000
H 3.153 -0.333 -0.100 -0.001
H 0.620 0.367 -3.410 0.000
H 4.584 -0.088 -3.063 0.000
H 4.936 0.509 -1.433 0.000
H 5.324 1.509 -2.836 0.000
H 2.771 1.121 -4.480 0.000
H 3.563 2.662 -4.118 0.000
H 1.848 2.443 -3.748 0.000
H 3.503 2.348 -0.387 0.000
H 2.302 3.163 -1.377 0.002
H 4.024 3.365 -1.746 0.001
H -0.204 -4.037 -2.409 0.000
H -1.915 -3.671 -2.593 0.000
H -1.151 -3.457 -1.027 0.000
H 0.675 -2.294 -4.197 0.000
H -0.510 -1.019 -4.524 0.000
H -1.017 -2.708 -4.524 0.000
H -2.401 -1.218 -1.365 0.000
H -2.754 -1.552 -3.078 0.000
H -1.888 -0.084 -2.591 0.000
H 0.880 -4.353 -0.672 0.000
H 1.991 -4.549 0.672 0.000
H 2.562 -3.848 -0.849 0.000
H -0.780 -2.733 0.690 0.000
H -0.030 -1.586 1.750 0.000
H 0.236 -3.320 2.021 0.000
H 3.519 -2.221 0.855 0.000
H 2.542 -2.879 2.169 0.000
H 2.433 -1.157 1.776 0.000
Cl 0.039 3.398 1.038 0.035
C -0.871 3.468 -0.413 0.012
C -0.578 2.490 -1.387 0.013
C -1.333 2.692 -2.558 0.001
Cl -1.088 1.775 -4.036 0.001
C -2.300 3.705 -2.702 -0.002
Cl -3.187 3.881 -4.178 -0.001
C -2.559 4.591 -1.674 0.002
Cl -3.752 5.829 -1.842 0.001
C -1.816 4.481 -0.512 0.000
Cl -2.076 5.585 0.789 0.003
C -4.411 -2.088 0.523 0.000
Si -3.743 -0.701 1.572 -0.001
C -5.064 0.592 1.743 0.000
C -3.350 -1.389 3.255 0.000
C -2.266 -0.014 0.842 -0.006
C -1.244 0.406 0.316 -0.014
H -5.311 -2.518 0.977 0.000
H -3.670 -2.886 0.411 0.000
H -4.670 -1.731 -0.478 0.000
H -5.975 0.149 2.159 0.000
H -5.305 1.036 0.773 0.000
H -4.736 1.397 2.407 0.000
H -4.243 -1.816 3.726 0.000
H -2.962 -0.600 3.907 0.000
H -2.589 -2.173 3.184 0.000
Br 0.064 0.174 7.975 0.000
C 0.644 0.612 6.216 0.000
C 1.695 1.501 6.053 0.000
C 2.111 1.814 4.766 0.000
C 1.496 1.241 3.660 0.001
C 0.440 0.362 3.852 0.000
C 0.002 0.041 5.132 0.000
C 1.964 1.598 2.265 0.006
O 2.752 2.525 2.127 0.002
O 1.502 0.845 1.323 0.025
H 2.174 1.941 6.917 0.000
H 2.924 2.509 4.594 0.000
H -0.053 -0.050 2.984 0.000
H -0.826 -0.639 5.280 0.000
```

HOMO level (spin up / spin down) ... -0.1890 / -0.1825 Eh
Multiplicity ... 2
Kohn-Sham gap (spin up / spin down) ... 7.494 / 7.282 eV
Total charge ... -1

=====

This record from OMol25 describes a molecular structure, C35H42BrCsN4OSSi3. The level of theory is wB97M-V/def2-TZVPD.

XYZ file:
```
88
Properties=species:S:1:pos:R:3:lowdin_charge:R:1
Cs -1.831 1.703 -1.338 0.916
Br -7.237 -1.663 4.303 0.618
C -6.303 -0.766 2.896 -0.719
C -6.771 -0.874 1.578 -0.160
C -6.106 -0.239 0.569 -0.025
C -4.918 0.554 0.782 -0.421
O -4.311 1.081 -0.178 -0.254
C -4.491 0.662 2.159 -0.138
C -3.365 1.445 2.610 -0.128
N -2.616 2.251 1.948 0.103
C -1.681 2.967 2.701 -0.209
C -1.998 3.551 3.909 -0.037
C -1.044 4.256 4.669 -0.098
C 0.237 4.396 4.224 -0.064
C 0.600 3.855 2.967 -0.162
C 1.904 3.992 2.434 -0.026
C 2.188 3.492 1.201 -0.049
C 1.155 2.851 0.483 -0.141
N -0.051 2.682 0.954 0.045
C -0.354 3.162 2.187 -0.159
C -5.188 -0.022 3.171 -0.120
H -7.654 -1.467 1.368 0.087
H -6.447 -0.326 -0.456 0.102
H -3.156 1.303 3.682 0.118
H -3.015 3.474 4.271 0.105
H -1.342 4.688 5.618 0.094
H 0.981 4.928 4.805 0.100
H 2.660 4.501 3.023 0.109
H 3.173 3.573 0.762 0.104
H 1.337 2.484 -0.523 0.081
H -4.830 0.055 4.192 0.098
C 3.879 0.405 0.024 -0.185
Si 2.845 -0.892 0.954 0.336
C 4.171 -2.136 1.540 -0.198
C 2.320 -0.012 2.550 -0.183
C 1.477 -1.616 0.046 -0.453
Si 0.013 -2.160 0.960 0.342
C 0.369 -3.505 2.265 -0.193
C -0.914 -0.811 1.899 -0.179
C -1.328 -2.941 -0.131 -0.180
Si 1.770 -2.404 -1.521 0.408
C 3.259 -1.780 -2.519 -0.178
C 2.115 -4.282 -1.434 -0.196
C 0.328 -2.265 -2.798 -0.295
C 0.059 -3.301 -3.699 -0.085
C -0.945 -3.173 -4.645 -0.092
C -1.666 -1.993 -4.687 -0.080
C -1.339 -1.004 -3.771 -0.179
N -0.388 -1.125 -2.851 0.058
H 4.565 0.901 0.719 0.021
H 3.248 1.169 -0.434 -0.006
H 4.477 -0.044 -0.772 0.007
H 4.983 -1.654 2.095 0.011
H 4.611 -2.657 0.683 0.008
H 3.715 -2.894 2.184 0.012
H 3.194 0.440 3.031 0.023
H 1.866 -0.705 3.263 0.015
H 1.594 0.780 2.351 0.006
H 1.111 -3.162 2.992 0.006
H 0.774 -4.399 1.781 0.013
H -0.535 -3.789 2.813 0.015
H -0.413 -0.523 2.827 0.020
H -1.925 -1.149 2.150 0.030
H -1.000 0.091 1.293 -0.010
H -0.961 -3.772 -0.739 0.012
H -1.769 -2.205 -0.807 0.020
H -2.126 -3.323 0.513 0.026
H 4.194 -1.963 -1.981 0.018
H 3.194 -0.712 -2.735 -0.004
H 3.309 -2.316 -3.471 0.024
H 2.929 -4.428 -0.717 0.017
H 2.424 -4.727 -2.385 0.008
H 1.251 -4.836 -1.058 0.016
H 0.639 -4.213 -3.648 0.083
H -1.159 -3.980 -5.337 0.094
H -2.460 -1.832 -5.404 0.093
H -1.876 -0.059 -3.790 0.066
S -1.207 4.138 -3.949 0.313
C 0.276 3.267 -4.098 -0.890
C 1.077 3.376 -5.265 -0.151
C 2.233 2.645 -5.386 -0.120
C 2.618 1.785 -4.355 -0.107
C 1.798 1.736 -3.246 -0.190
N 0.685 2.455 -3.098 -0.057
H 0.743 4.037 -6.053 0.076
H 2.837 2.730 -6.285 0.088
H 3.507 1.171 -4.413 0.082
H 2.031 1.067 -2.420 0.074
```

HOMO level ... -0.0682 Eh
Kohn-Sham gap ... 5.642 eV
Total charge ... -2

=====

Calculated energy relative to the best compared isomer or geometry (same formula, charge and spin) (kJ/mol), listed in the same order as above: 69.21; 23.50